Density functional theory data (the ωB97M-V functional and the def2-TZVPD basis) for a 2-piece molecular cluster, C4H9N2O overall at a distorted geometry.

The geometry in XYZ format:
```
16
Properties=species:S:1:pos:R:3
C 2.487 -0.077 -0.024
C -1.071 0.322 -1.118
C -1.034 0.862 0.294
C -0.378 -0.441 -0.039
N 2.381 1.150 0.271
N -1.141 -1.642 0.445
O 2.909 -1.119 -0.271
H -2.025 -0.018 -1.502
H -0.470 0.815 -1.863
H -0.424 1.738 0.487
H -1.953 0.883 0.866
H 1.463 1.587 0.374
H 3.213 1.724 0.409
H -2.151 -1.552 0.240
H -1.023 -1.754 1.457
H -0.784 -2.480 -0.026
```

The value obtained for the relative energy (zero: lowest compared OMol25 entry of this formula, charge and spin) is 468.8 kJ/mol. The total charge is +1. The calculation puts the HOMO energy (spin up / spin down) at -0.42850 / -0.42848 Ha. The total energy comes out at -9311.157 eV.

---

Density functional theory data (the ωB97M-V functional and the def2-TZVPD basis) for an isolated ion of composition C4H9N2O and charge +1 at a distorted geometry.

The geometry in XYZ format:
```
16
Properties=species:S:1:pos:R:3
C 1.095 0.034 0.912
C 0.642 1.038 1.630
C -0.066 -1.014 0.525
C -0.630 -0.446 -0.782
N 0.143 -0.581 -1.839
N -1.902 0.019 -0.733
O 2.308 0.029 0.219
H 1.266 1.871 1.923
H -0.351 0.938 1.985
H 0.379 -1.981 0.340
H -0.681 -1.153 1.404
H 1.025 -1.026 -1.707
H 0.115 0.062 -2.604
H -2.356 0.315 0.092
H -2.401 0.360 -1.551
H 2.598 0.933 0.208
```

The value obtained for the relative energy (zero: lowest compared OMol25 entry of this formula, charge and spin) is 140.3 kJ/mol. The total charge is +1. The calculation puts the HOMO energy at -0.49645 Ha. The total energy comes out at -9314.562 eV.

---

Density functional theory data (the ωB97M-V functional and the def2-TZVPD basis) for an isolated ion of composition C4H9N2O and charge +1 at a distorted geometry.

The geometry in XYZ format:
```
16
Properties=species:S:1:pos:R:3
C 1.363 0.325 0.918
C 0.054 0.427 1.704
C 1.097 0.518 -0.658
C -1.097 -0.503 -0.255
N -2.365 -0.513 -0.855
N -0.010 -0.403 -1.284
O -1.768 -1.678 -0.261
H 2.077 1.103 1.023
H 1.832 -0.559 1.211
H -0.194 -0.412 2.304
H -0.444 1.301 2.032
H 0.731 1.510 -0.644
H 2.088 0.269 -1.141
H -3.173 -0.110 -0.420
H -0.474 0.155 -2.061
H 0.284 -1.430 -1.612
```

The value obtained for the relative energy (zero: lowest compared OMol25 entry of this formula, charge and spin) is 735.7 kJ/mol. The total charge is +1. The calculation puts the HOMO energy (spin up / spin down) at -0.51651 / -0.51655 Ha. The total energy comes out at -9308.391 eV.

---

Density functional theory data (the ωB97M-V functional and the def2-TZVPD basis) for a 2-piece molecular cluster, C4H9N2O overall at a distorted geometry.

The geometry in XYZ format:
```
16
Properties=species:S:1:pos:R:3
C -0.839 1.261 1.282
C -0.098 1.865 -1.179
C 1.465 -1.760 -0.556
C -0.547 1.305 -0.103
N -1.327 0.201 0.401
N 2.700 -1.928 -0.332
O 0.388 -1.916 0.209
H 0.041 0.974 1.945
H -1.628 1.953 1.640
H -0.371 1.535 -2.258
H 0.417 2.818 -1.215
H 1.157 -1.558 -1.577
H -2.322 0.264 0.212
H -1.074 -0.751 0.417
H 2.841 -2.414 0.528
H 0.715 -2.410 0.902
```

The value obtained for the relative energy (zero: lowest compared OMol25 entry of this formula, charge and spin) is 427.4 kJ/mol. The total charge is +1. The calculation puts the HOMO energy at -0.51694 Ha. The total energy comes out at -9311.587 eV.